C10H8CuNO8 | ωB97M-V/def2-TZVPD

Geometry as XYZ:
```
28
Properties=species:S:1:pos:R:3:forces:R:3
Cu -0.20557 -0.04503 0.03915 -0.59 -0.14 0.08
C -0.00437 -1.74269 3.84816 -0.08 0.00 -0.10
C -0.66367 -1.31313 2.55012 -0.23 -0.22 0.10
C -2.14286 -1.00248 2.72602 0.12 -0.01 -0.01
O -0.05476 -0.07592 2.09459 0.08 0.07 -0.10
C -0.50583 -2.40500 1.45122 0.30 -0.28 0.65
O -0.64424 -3.57458 1.78512 -0.16 0.12 -0.01
O -0.21668 -1.97732 0.28833 0.18 0.27 -0.60
H -0.15059 -0.98516 4.61769 -0.01 0.06 0.03
H 1.06477 -1.90443 3.70268 0.07 -0.02 -0.01
H -0.43543 -2.68586 4.17366 -0.01 -0.02 -0.01
H -2.28481 -0.28574 3.53494 -0.01 0.03 0.01
H -2.68089 -1.92186 2.95298 0.02 0.00 0.00
H -2.54527 -0.57081 1.80961 -0.04 0.01 -0.03
H 0.90641 -0.16357 2.17227 0.00 0.03 0.00
O -2.06386 3.68609 -4.23539 0.06 -0.15 0.17
C -1.68767 2.93613 -3.36690 -0.02 0.16 -0.16
C -2.10562 2.97948 -1.89930 -0.02 0.10 -0.05
O -2.86423 3.78874 -1.40341 0.06 -0.10 0.00
C -1.38524 1.87249 -1.27324 0.10 0.02 -0.71
C -0.60539 1.17984 -2.21818 -0.44 0.73 -0.06
O 0.10800 0.17606 -1.85936 0.32 -0.56 0.26
C -0.69360 1.79278 -3.53723 -0.10 0.00 -0.12
O -0.11784 1.49364 -4.56754 -0.01 0.01 0.15
O -1.39599 1.49707 -0.04670 0.24 -0.12 0.46
N 2.90977 -0.04196 -0.95978 -0.32 0.05 0.24
C 2.30020 0.05963 0.02556 0.47 -0.01 -0.16
H 3.05827 -0.11232 -1.94764 0.02 -0.01 0.00
```
Forces are in eV/Å.

The multiplicity is 2. For the orbital gap (spin up / spin down), the calculation gives 0.2740 / 0.2452 Ha. The total charge is -1. The value obtained for the strongest force on any atom is 0.9 eV Å⁻¹. Its expectation value of S² is 0.753. Its relative energy (zero: lowest compared OMol25 entry of this formula, charge and spin) is 0.0 kcal/mol. Its energy is -73010.6638 eV.



C2H2FN3O | ωB97M-V/def2-TZVPD

Geometry as XYZ:
```
9
Properties=species:S:1:pos:R:3:forces:R:3
C -1.40952 0.54526 -0.39919 -1.09 -0.02 -1.04
C 1.02783 -0.30021 0.11473 2.41 1.77 1.09
N -1.27002 -0.63800 -0.36915 -0.49 1.12 -0.34
N 0.72709 -1.41547 -0.39257 -0.11 1.03 0.40
N -0.57619 -1.62514 -0.63013 -1.59 -2.63 -0.07
O 0.53979 0.59774 1.07252 -0.20 -2.66 -0.65
F 2.28789 0.06423 -0.15167 0.50 0.24 0.23
H -2.03039 1.30624 0.01900 0.09 0.06 0.66
H 0.70353 1.46534 0.73647 0.48 1.09 -0.27
```
Forces are in eV/Å.

The multiplicity is 1. For the orbital gap (spin up / spin down), the calculation gives 0.3136 / 0.3137 Ha. The value obtained for the strongest force on any atom is 3.2 eV Å⁻¹. Its relative energy (zero: lowest compared OMol25 entry of this formula, charge and spin) is 104.1 kcal/mol. Its energy is -11336.0253 eV.



Which value of strongest force on any atom does entry 1 give? 0.9 eV Å⁻¹



Repeat the first record exactly.
C10H8CuNO8 | ωB97M-V/def2-TZVPD

Geometry as XYZ:
```
28
Properties=species:S:1:pos:R:3:forces:R:3
Cu -0.20557 -0.04503 0.03915 -0.59 -0.14 0.08
C -0.00437 -1.74269 3.84816 -0.08 0.00 -0.10
C -0.66367 -1.31313 2.55012 -0.23 -0.22 0.10
C -2.14286 -1.00248 2.72602 0.12 -0.01 -0.01
O -0.05476 -0.07592 2.09459 0.08 0.07 -0.10
C -0.50583 -2.40500 1.45122 0.30 -0.28 0.65
O -0.64424 -3.57458 1.78512 -0.16 0.12 -0.01
O -0.21668 -1.97732 0.28833 0.18 0.27 -0.60
H -0.15059 -0.98516 4.61769 -0.01 0.06 0.03
H 1.06477 -1.90443 3.70268 0.07 -0.02 -0.01
H -0.43543 -2.68586 4.17366 -0.01 -0.02 -0.01
H -2.28481 -0.28574 3.53494 -0.01 0.03 0.01
H -2.68089 -1.92186 2.95298 0.02 0.00 0.00
H -2.54527 -0.57081 1.80961 -0.04 0.01 -0.03
H 0.90641 -0.16357 2.17227 0.00 0.03 0.00
O -2.06386 3.68609 -4.23539 0.06 -0.15 0.17
C -1.68767 2.93613 -3.36690 -0.02 0.16 -0.16
C -2.10562 2.97948 -1.89930 -0.02 0.10 -0.05
O -2.86423 3.78874 -1.40341 0.06 -0.10 0.00
C -1.38524 1.87249 -1.27324 0.10 0.02 -0.71
C -0.60539 1.17984 -2.21818 -0.44 0.73 -0.06
O 0.10800 0.17606 -1.85936 0.32 -0.56 0.26
C -0.69360 1.79278 -3.53723 -0.10 0.00 -0.12
O -0.11784 1.49364 -4.56754 -0.01 0.01 0.15
O -1.39599 1.49707 -0.04670 0.24 -0.12 0.46
N 2.90977 -0.04196 -0.95978 -0.32 0.05 0.24
C 2.30020 0.05963 0.02556 0.47 -0.01 -0.16
H 3.05827 -0.11232 -1.94764 0.02 -0.01 0.00
```
Forces are in eV/Å.

The multiplicity is 2. For the orbital gap (spin up / spin down), the calculation gives 0.2740 / 0.2452 Ha. The total charge is -1. The value obtained for the strongest force on any atom is 0.9 eV Å⁻¹. Its expectation value of S² is 0.753. Its relative energy (zero: lowest compared OMol25 entry of this formula, charge and spin) is 0.0 kcal/mol. Its energy is -73010.6638 eV.



Which value of relative energy (zero: lowest compared OMol25 entry of this formula, charge and spin) does entry 2 give? 104.1 kcal/mol